Record 1
Computed, not measured: a 2-piece molecular cluster, C4H11NO3 overall at a distorted geometry, with ωB97M-V/def2-TZVPD.

CARTESIAN COORDINATES (ANGSTROEM)
C 0.05 0.88 0.95
C 1.46 0.62 0.37
C 1.89 -0.97 0.55
O 2.48 -1.61 -0.48
N -1.06 0.46 0.03
C -2.33 1.31 0.27
O -3.34 0.70 0.77
H 0.03 1.99 1.10
H -0.10 0.45 1.94
H 1.62 0.79 -0.71
H 2.23 1.01 0.98
H 2.64 -0.95 1.42
H 1.04 -1.55 0.76
H -1.35 -0.49 0.41
H -2.57 1.80 -0.62
H -1.90 2.18 1.03
H 1.44 -1.58 -1.65
H 0.06 -0.63 -1.66
O 0.59 -1.26 -2.29

Results
Energy relative to the best compared isomer or geometry (same formula, charge and spin), kJ/mol: 157.98
Net charge: -2
Gap between HOMO and LUMO, eV: 6.79
Total energy, hartree: -439.336773
Highest occupied orbital energy, eV: 0.252

Record 2
Computed, not measured: C25H44O2P2Pb as an isolated structure at a distorted geometry, with ωB97M-V/def2-TZVPD.

CARTESIAN COORDINATES (ANGSTROEM)
Pb 0.00 -1.46 1.52
C 1.75 -1.12 3.19
C 0.62 -0.24 3.50
C -0.10 -2.50 3.69
C 1.29 -2.51 3.30
C -0.53 -1.10 3.85
C 3.14 -0.68 2.87
H 3.16 0.37 2.57
H 3.61 -1.29 2.09
H 3.72 -0.79 3.79
C 2.10 -3.72 3.01
H 2.98 -3.50 2.40
H 1.51 -4.49 2.49
H 2.43 -4.12 3.97
C -0.96 -3.71 3.90
H -0.74 -4.10 4.89
H -0.73 -4.49 3.16
H -2.03 -3.48 3.84
C -1.86 -0.63 4.32
H -1.83 -0.69 5.41
H -2.68 -1.26 3.96
H -2.04 0.41 4.03
C 0.65 1.25 3.58
H 0.78 1.50 4.64
H -0.29 1.70 3.23
H 1.48 1.66 3.01
C 1.27 2.28 -4.80
C 1.86 3.18 -4.00
C 1.44 4.57 -3.65
C -0.05 4.94 -3.90
C -1.01 4.06 -3.15
C -1.49 2.86 -3.50
C -1.26 2.05 -4.73
C -0.01 2.40 -5.57
H 2.07 5.31 -4.17
H -0.25 4.95 -4.97
H 1.65 4.72 -2.57
H -0.13 3.40 -6.03
H 1.78 1.31 -4.92
H 2.81 2.89 -3.54
H 0.03 1.68 -6.42
H -1.18 0.99 -4.42
H -2.20 2.39 -2.79
H -2.15 2.09 -5.38
H -0.19 5.98 -3.55
H -1.33 4.46 -2.17
P 1.01 -0.35 -0.38
P -2.15 -0.94 0.57
C -0.41 -0.07 -1.44
C -1.66 -0.91 -1.16
H -0.03 -0.23 -2.47
H -0.65 1.00 -1.34
H -2.55 -0.52 -1.68
H -1.51 -1.96 -1.49
C -3.31 -2.17 0.83
H -3.69 -2.21 1.87
H -2.97 -3.18 0.54
H -4.12 -1.86 0.15
C -2.77 0.62 1.00
H -3.50 0.86 0.21
H -2.02 1.43 1.05
H -3.29 0.57 1.96
C 2.13 -1.43 -1.17
H 2.99 -1.74 -0.55
H 2.48 -0.80 -2.01
H 1.64 -2.33 -1.57
C 1.76 1.16 -0.07
H 1.16 1.84 0.55
H 1.89 1.60 -1.07
H 2.75 1.03 0.39
O 0.29 -5.24 -0.38
C -0.10 -4.23 0.34
O 0.64 -3.22 0.49
H -1.10 -4.25 0.84

Results
Energy relative to the best compared isomer or geometry (same formula, charge and spin), kJ/mol: 0.00
Net charge: +2
Gap between HOMO and LUMO, eV: 6.48
Total energy, hartree: -2004.300706
Highest occupied orbital energy, eV: -13.589

Record 3
Computed, not measured: C2H4F2Si as an isolated structure at a distorted geometry, with ωB97M-V/def2-TZVPD.

CARTESIAN COORDINATES (ANGSTROEM)
C -0.51 -0.49 -1.21
C -0.90 -1.59 -1.02
F 1.57 2.57 1.76
F 1.85 1.20 -0.08
Si 1.73 2.72 0.15
H -1.55 -1.11 1.59
H 0.13 0.30 -1.24
H -1.20 -2.57 -0.87
H -1.13 -1.03 0.92

Results
Energy relative to the best compared isomer or geometry (same formula, charge and spin), kJ/mol: 364.69
Gap between HOMO and LUMO, eV: 10.12
Total energy, hartree: -567.784031
Highest occupied orbital energy, eV: -10.461

Record 4
Computed, not measured: C24H18N4O3RuS as an isolated structure, with ωB97M-V/def2-TZVPD.

CARTESIAN COORDINATES (ANGSTROEM)
Ru -0.92 0.23 0.35
O 2.98 0.09 2.01
S 2.22 -0.57 1.00
O 1.36 -1.66 1.34
N 1.11 0.58 0.37
C 1.49 1.87 0.30
C 2.81 2.38 0.22
C 3.03 3.75 0.15
C 1.98 4.65 0.20
C 0.64 4.19 0.31
C -0.47 5.04 0.43
C -1.73 4.50 0.59
C -1.87 3.11 0.63
N -0.83 2.29 0.51
C 0.41 2.82 0.35
C 3.26 -0.98 -0.35
C 4.48 -1.58 -0.03
C 5.32 -1.96 -1.06
C 4.95 -1.73 -2.38
C 3.74 -1.11 -2.68
C 2.89 -0.74 -1.66
H 3.65 1.70 0.19
H 4.05 4.11 0.07
H 2.18 5.71 0.15
H -0.34 6.12 0.40
H -2.60 5.13 0.69
H -2.83 2.64 0.75
H 4.76 -1.73 1.00
H 6.27 -2.43 -0.83
H 5.62 -2.02 -3.18
H 3.47 -0.92 -3.71
H 1.95 -0.24 -1.90
O -2.96 0.22 0.52
C -3.79 -0.71 0.74
C -5.10 -0.35 1.21
C -6.01 -1.31 1.52
C -5.67 -2.68 1.37
C -4.43 -3.06 0.88
C -3.48 -2.11 0.54
C -2.23 -2.49 -0.09
N -1.12 -1.75 -0.23
C -0.22 -2.52 -0.91
C -0.77 -3.73 -1.20
N -2.03 -3.69 -0.66
H -5.31 0.70 1.33
H -6.99 -1.04 1.89
H -6.39 -3.44 1.64
H -4.22 -4.11 0.80
H 0.77 -2.17 -1.15
H -0.39 -4.58 -1.73
H -2.70 -4.44 -0.74

Results
⟨S²⟩: 6.080
Multiplicity: 5
Energy relative to the best compared isomer or geometry (same formula, charge and spin), kJ/mol: 24.96
Net charge: +2
Gap between HOMO and LUMO (alpha / beta), eV: 7.86 / 5.68
Total energy, hartree: -1862.635394
Highest occupied orbital energy (alpha / beta), eV: -14.264 / -14.707

Record 5
Computed, not measured: a 2-piece molecular cluster, C2H7BrN overall at a distorted geometry, with ωB97M-V/def2-TZVPD.

CARTESIAN COORDINATES (ANGSTROEM)
C -1.15 -0.02 -0.60
C -0.13 -0.19 0.52
N 1.32 0.27 0.10
Br -0.58 0.50 2.14
H -1.12 -0.63 -1.60
H -2.09 -0.47 -0.16
H -1.43 1.00 -0.83
H 0.42 -1.93 0.42
H 0.99 1.09 -0.51
H 1.78 0.68 0.92
H 1.99 -0.30 -0.41

Results
Energy relative to the best compared isomer or geometry (same formula, charge and spin), kJ/mol: 301.33
Net charge: +1
Gap between HOMO and LUMO, eV: 9.65
Total energy, hartree: -2708.772814
Highest occupied orbital energy, eV: -14.629